Entry 1:
{
  "formula": "C58H134F2N8O14S2",
  "method": "ωB97M-V/def2-TZVPD",
  "lumo_energy_ev": -7.5,
  "homo_ha": -0.456,
  "gap_ev": 4.91,
  "total_charge": 4,
  "multiplicity": 1,
  "species": ["N", "S", "O", "O", "F", "S", "O", "O", "F", "C", "O", "C", "C", "N", "H", "H", "C", "C", "O", "C", "H", "H", "H", "H", "H", "H", "H", "H", "H", "H", "H", "H", "H", "H", "C", "O", "C", "C", "N", "H", "H", "C", "C", "O", "C", "H", "H", "H", "H", "H", "H", "H", "H", "H", "H", "H", "H", "H", "H", "C", "O", "C", "C", "N", "H", "H", "C", "C", "O", "C", "H", "H", "H", "H", "H", "H", "H", "H", "H", "H", "H", "H", "H", "H", "C", "C", "C", "N", "C", "C", "C", "C", "C", "C", "H", "H", "H", "H", "H", "H", "H", "H", "H", "H", "H", "H", "H", "H", "H", "H", "H", "H", "H", "H", "C", "C", "C", "N", "C", "C", "C", "C", "C", "C", "H", "H", "H", "H", "H", "H", "H", "H", "H", "H", "H", "H", "H", "H", "H", "H", "H", "H", "H", "H", "C", "C", "C", "N", "C", "C", "C", "C", "C", "C", "H", "H", "H", "H", "H", "H", "H", "H", "H", "H", "H", "H", "H", "H", "H", "H", "H", "H", "H", "H", "C", "C", "C", "N", "C", "C", "C", "C", "C", "C", "H", "H", "H", "H", "H", "H", "H", "H", "H", "H", "H", "H", "H", "H", "H", "H", "H", "H", "H", "H", "C", "C", "O", "O", "H", "H", "H", "C", "C", "O", "O", "H", "H", "H"],
  "positions_angstrom": [[-2.125, -17.290, 29.941], [-2.945, -17.569, 31.202], [-4.168, -16.806, 31.273], [-2.277, -17.875, 32.448], [-3.367, -19.048, 30.774], [-1.275, -15.947, 30.538], [-0.039, -16.281, 31.205], [-2.004, -14.816, 31.029], [-0.728, -15.403, 29.155], [-6.806, -16.493, 22.639], [-6.301, -16.467, 23.989], [-6.898, -17.494, 24.714], [-6.541, -17.307, 26.204], [-5.099, -16.951, 26.379], [-4.483, -17.623, 25.895], [-4.839, -16.138, 25.803], [-4.565, -16.839, 27.775], [-4.415, -15.339, 28.090], [-5.510, -14.518, 27.756], [-6.515, -14.439, 28.729], [-7.891, -16.402, 22.536], [-6.568, -17.513, 22.323], [-6.313, -15.743, 22.031], [-6.590, -18.525, 24.504], [-7.990, -17.508, 24.625], [-6.743, -18.230, 26.744], [-7.090, -16.487, 26.666], [-3.561, -17.252, 27.708], [-5.103, -17.401, 28.535], [-3.629, -15.070, 27.378], [-4.105, -15.127, 29.115], [-7.053, -13.496, 28.603], [-6.179, -14.436, 29.772], [-7.261, -15.222, 28.563], [0.036, -20.721, 33.244], [0.902, -20.487, 34.361], [0.823, -21.442, 35.382], [1.509, -20.983, 36.631], [3.006, -20.722, 36.429], [3.357, -20.257, 37.268], [3.453, -21.644, 36.450], [3.539, -19.920, 35.284], [5.061, -20.047, 35.270], [5.432, -21.347, 35.614], [6.805, -21.534, 35.892], [-0.684, -21.515, 33.445], [0.622, -21.199, 32.451], [-0.337, -19.771, 32.884], [1.253, -22.367, 34.963], [-0.157, -21.843, 35.669], [1.351, -21.736, 37.401], [1.081, -20.033, 36.949], [3.214, -18.889, 35.405], [3.017, -20.315, 34.416], [5.336, -19.415, 36.129], [5.516, -19.687, 34.346], [6.911, -22.523, 36.334], [7.212, -20.822, 36.615], [7.391, -21.491, 34.972], [1.440, -21.243, 25.218], [0.825, -20.553, 26.274], [-0.080, -19.557, 25.814], [-0.476, -18.557, 26.875], [-0.933, -19.137, 28.182], [-1.470, -18.437, 28.742], [-1.445, -20.005, 27.979], [0.272, -19.531, 29.032], [0.022, -20.934, 29.560], [-0.999, -20.903, 30.518], [-1.477, -22.235, 30.793], [2.005, -22.083, 25.617], [2.120, -20.601, 24.646], [0.752, -21.624, 24.457], [-0.984, -20.069, 25.466], [0.285, -18.987, 24.956], [-1.209, -17.859, 26.472], [0.385, -17.941, 27.144], [0.336, -18.757, 29.796], [1.185, -19.625, 28.449], [0.973, -21.330, 29.933], [-0.329, -21.473, 28.672], [-0.554, -22.816, 30.872], [-2.100, -22.642, 29.996], [-2.021, -22.299, 31.732], [5.037, -16.336, 34.719], [3.534, -15.975, 34.586], [2.925, -15.520, 35.907], [1.403, -15.630, 35.982], [0.915, -15.172, 37.373], [1.078, -13.647, 37.578], [0.470, -12.804, 36.470], [0.842, -13.329, 35.086], [0.673, -14.818, 34.888], [0.917, -17.073, 35.798], [5.204, -17.162, 35.409], [5.614, -15.475, 35.048], [5.274, -16.658, 33.706], [2.980, -16.738, 34.040], [3.473, -15.053, 34.000], [3.180, -14.477, 36.092], [3.372, -15.995, 36.784], [1.254, -15.848, 38.151], [-0.171, -15.232, 37.267], [2.127, -13.412, 37.779], [0.617, -13.370, 38.528], [0.533, -11.722, 36.594], [-0.629, -12.801, 36.482], [1.913, -13.186, 34.908], [0.216, -12.878, 34.315], [0.927, -15.206, 33.904], [-0.348, -15.116, 35.141], [1.471, -17.608, 36.568], [1.097, -17.379, 34.771], [-0.145, -17.121, 36.021], [-3.631, -17.808, 35.477], [-5.018, -17.208, 35.678], [-5.561, -16.587, 34.378], [-7.069, -16.697, 34.272], [-7.560, -16.055, 32.918], [-7.432, -14.509, 32.985], [-8.168, -13.939, 34.199], [-7.563, -14.452, 35.459], [-7.724, -15.979, 35.454], [-7.532, -18.122, 34.197], [-2.860, -17.048, 35.346], [-3.636, -18.427, 34.580], [-3.348, -18.373, 36.365], [-4.892, -16.395, 36.401], [-5.714, -17.839, 36.228], [-5.166, -16.998, 33.447], [-5.294, -15.534, 34.313], [-6.924, -16.472, 32.140], [-8.590, -16.378, 32.790], [-6.365, -14.263, 33.008], [-7.735, -13.953, 32.096], [-8.270, -12.862, 34.056], [-9.208, -14.261, 34.092], [-6.535, -14.165, 35.682], [-8.167, -14.075, 36.288], [-7.284, -16.372, 36.368], [-8.772, -16.273, 35.450], [-8.608, -18.192, 34.068], [-7.244, -18.646, 35.105], [-6.991, -18.613, 33.390], [1.591, -12.820, 30.660], [3.000, -12.621, 30.055], [3.058, -13.332, 28.708], [4.298, -13.143, 27.809], [3.993, -14.055, 26.615], [5.159, -14.229, 25.626], [6.408, -14.687, 26.396], [6.705, -13.711, 27.532], [5.521, -13.724, 28.535], [4.505, -11.677, 27.449], [0.794, -12.251, 30.182], [1.553, -12.565, 31.719], [1.285, -13.868, 30.580], [3.819, -12.992, 30.670], [3.065, -11.533, 29.992], [2.194, -13.079, 28.093], [3.037, -14.416, 28.810], [3.670, -15.034, 26.966], [3.118, -13.655, 26.101], [4.864, -14.963, 24.876], [5.306, -13.300, 25.074], [6.344, -15.676, 26.856], [7.291, -14.763, 25.761], [7.662, -13.901, 28.015], [6.824, -12.738, 27.050], [5.368, -14.773, 28.798], [5.562, -13.218, 29.498], [5.043, -11.630, 26.509], [5.008, -11.150, 28.254], [3.489, -11.303, 27.337], [-2.846, -12.329, 28.963], [-3.571, -11.150, 28.345], [-4.016, -10.213, 29.464], [-4.806, -8.979, 28.997], [-6.126, -9.341, 28.273], [-6.998, -8.128, 27.994], [-7.311, -7.313, 29.271], [-6.060, -6.966, 30.069], [-5.133, -8.188, 30.260], [-3.964, -8.054, 28.112], [-3.493, -13.069, 29.431], [-2.067, -11.926, 29.609], [-2.424, -12.945, 28.165], [-4.474, -11.365, 27.767], [-3.027, -10.593, 27.579], [-3.250, -9.822, 30.134], [-4.758, -10.661, 30.129], [-6.599, -10.049, 28.954], [-5.892, -9.841, 27.336], [-7.964, -8.504, 27.649], [-6.612, -7.618, 27.111], [-8.044, -7.849, 29.872], [-7.728, -6.374, 28.909], [-6.341, -6.558, 31.040], [-5.567, -6.125, 29.577], [-5.625, -8.895, 30.933], [-4.227, -7.944, 30.815], [-3.723, -8.677, 27.257], [-3.113, -7.738, 28.711], [-4.579, -7.192, 27.877], [-0.517, -15.409, 25.394], [-1.452, -16.244, 24.552], [-2.675, -15.959, 24.637], [-0.940, -17.118, 23.823], [-0.544, -14.371, 25.051], [0.536, -15.683, 25.273], [-0.725, -15.423, 26.469], [-4.472, -20.365, 28.083], [-3.690, -20.375, 26.776], [-2.751, -21.203, 26.729], [-3.955, -19.517, 25.896], [-5.303, -19.654, 27.990], [-3.879, -19.940, 28.897], [-4.916, -21.312, 28.383]],
  "forces_ev_per_a": [[2.78, 3.81, 0.52], [-3.86, -4.16, 2.66], [0.51, -0.34, 0.17], [0.14, 1.22, -0.64], [-0.33, 0.81, 0.04], [2.70, 1.00, -1.95], [-0.99, -0.33, 0.02], [-0.51, -0.92, 0.20], [-0.44, -0.52, -0.19], [0.59, -1.12, 0.16], [-0.82, 0.40, -0.41], [0.09, -0.40, 1.71], [-0.03, 0.53, -0.18], [0.52, -0.50, -0.58], [-0.23, -1.18, 0.05], [-0.30, 0.43, 0.19], [0.02, 0.95, -0.13], [0.61, -0.34, -0.73], [0.09, 0.20, 0.21], [-0.94, 0.19, -0.15], [-0.06, 0.33, 0.54], [0.08, 0.22, -0.78], [0.19, -0.05, 0.18], [0.48, 0.20, -0.80], [-0.09, 0.24, 0.03], [0.15, -0.02, 0.04], [-0.12, 0.00, -0.10], [0.01, -0.06, 0.20], [-0.46, -0.14, -0.46], [0.12, 0.52, 0.23], [0.13, -0.38, 0.07], [0.10, 0.03, -0.24], [0.42, -0.33, -0.08], [0.04, -0.16, 0.34], [0.94, -1.01, -0.58], [-0.88, 0.79, 0.82], [0.46, -1.56, -0.95], [0.11, 0.89, -0.68], [-0.24, -0.43, 1.27], [-0.05, -0.25, 0.25], [0.47, 0.09, -0.41], [-0.59, -0.93, -1.17], [-0.18, 0.37, 1.54], [-0.97, -0.28, -0.23], [0.75, -0.34, 0.00], [-0.55, 0.63, 0.37], [0.20, 0.38, -0.09], [-0.44, -0.10, 0.09], [0.52, -0.10, 0.44], [-0.44, 0.88, -0.13], [0.46, 0.09, 0.15], [-0.05, -0.04, 0.09], [0.10, 0.01, 0.08], [0.35, 0.05, -0.15], [0.70, 0.38, -0.31], [-0.12, 0.07, -0.04], [-0.07, -0.02, -0.15], [-0.26, 0.23, -0.06], [0.01, 0.04, 0.03], [0.40, -0.21, -0.91], [0.07, 0.65, 0.70], [-1.06, -0.61, -0.56], [0.86, 0.76, -0.02], [1.38, -0.16, -0.12], [0.10, -0.94, -0.68], [-0.86, -0.02, -0.24], [-0.79, -0.48, 0.22], [-0.30, 0.88, -0.60], [-0.80, -0.20, 0.57], [0.99, 0.10, -0.29], [-0.06, 0.07, 0.15], [0.13, 0.16, 0.25], [-0.40, -0.06, 0.35], [-0.11, 0.07, 0.01], [0.22, 0.12, 0.10], [-0.32, -0.40, -0.07], [0.06, 0.07, -0.01], [0.29, -0.15, 0.19], [-0.27, 0.49, -0.38], [-0.12, -0.33, 0.12], [0.41, -0.57, 0.10], [-0.31, -0.63, 0.14], [0.05, 0.19, -0.17], [-0.02, 0.45, 0.00], [-1.34, -0.09, -0.43], [0.42, 1.13, 0.41], [-0.34, -0.16, 0.42], [0.04, -0.47, 0.05], [-1.39, 1.54, -1.52], [0.90, -0.09, 0.91], [-1.42, -0.44, -0.59], [0.97, -0.09, -0.28], [-0.76, -0.47, 1.94], [0.78, 1.17, 0.59], [0.00, 0.00, 0.02], [0.16, -0.07, -0.18], [0.78, 0.09, 0.16], [-0.04, -0.13, 0.26], [0.09, -0.35, -0.61], [-0.21, 0.07, -0.24], [-0.42, -0.58, -0.04], [0.37, 0.15, -0.06], [-0.05, -0.71, 0.24], [0.10, 0.17, -0.38], [-0.20, -0.32, 0.02], [1.22, -0.06, -0.05], [-0.12, -0.87, 0.42], [-0.12, 0.76, -0.37], [0.39, 0.31, -0.11], [0.20, 0.08, 0.05], [-0.23, 0.16, -0.59], [-0.03, -0.50, -0.32], [0.11, -0.25, 0.17], [0.00, 0.12, -0.04], [-0.25, -0.32, 0.04], [0.53, 1.30, 0.33], [-0.44, -0.35, -0.02], [-0.83, 1.01, -0.82], [0.59, 1.02, 0.75], [0.49, -0.25, 0.12], [-0.17, 0.42, -1.87], [-0.83, -0.63, 0.60], [0.25, -0.11, 0.32], [0.90, -0.28, 0.52], [-0.17, 0.17, -0.20], [0.29, -0.23, 0.17], [-0.02, -0.22, -0.14], [-0.09, 0.15, -0.06], [0.06, -0.55, -0.58], [0.09, -0.46, 0.21], [-0.21, 0.03, 0.18], [-0.04, -0.16, 0.02], [-0.02, 0.02, 0.03], [0.07, -0.03, 0.32], [-0.49, -0.75, -0.31], [0.50, 0.11, 0.55], [-0.04, -0.22, 0.38], [0.05, 0.14, -0.38], [0.15, -0.22, 0.23], [-0.01, -0.30, -0.13], [-0.05, 0.13, -0.13], [0.04, 0.23, -0.08], [-0.17, 0.12, 0.09], [-0.20, 0.14, -0.21], [0.13, -1.04, 0.24], [-0.63, 0.42, -0.29], [0.27, 0.12, -0.52], [-0.30, -1.19, 1.00], [0.08, 0.38, -1.19], [-0.08, -0.25, 0.89], [0.55, 0.05, 0.20], [-0.23, 0.69, 0.13], [0.30, 0.20, -0.90], [-0.84, -1.10, -0.11], [0.32, 0.19, -0.30], [0.21, 0.09, 0.02], [0.00, -0.04, 0.10], [-0.29, 0.07, 0.39], [0.64, -0.03, -0.39], [0.07, 0.17, -0.06], [-0.20, 0.03, 0.46], [0.26, 0.10, 0.51], [0.05, 0.29, 0.08], [-0.13, -0.05, 0.08], [0.34, 0.02, 0.07], [-0.57, -0.17, -0.31], [-0.13, 0.20, -0.22], [-0.16, -0.25, 0.19], [0.01, 0.23, 0.41], [-0.62, -0.02, -0.27], [0.65, 0.48, -0.31], [0.04, 0.20, 0.11], [0.12, -0.17, -0.01], [0.14, 0.32, -0.21], [0.01, -0.39, -1.25], [-1.09, 1.05, 0.04], [-1.23, 0.81, -0.22], [0.26, 1.44, 0.04], [0.52, 0.01, 0.49], [-0.45, -0.62, 0.53], [0.62, 0.37, -1.09], [0.27, -0.26, -0.36], [-0.94, -0.02, 0.60], [-0.79, -1.14, 0.76], [-0.15, 0.55, 0.62], [0.07, -0.50, 0.19], [0.46, 0.28, 0.01], [0.00, -0.86, 0.29], [0.78, -0.17, 0.41], [0.37, -0.06, -0.37], [0.20, -0.56, -0.09], [-0.14, -0.02, -0.06], [0.25, -0.09, 0.14], [0.09, -0.24, -0.11], [0.13, 0.58, 0.38], [-0.03, 0.01, 0.01], [-0.42, -0.04, 0.36], [0.12, -0.29, 0.17], [0.33, -0.19, -0.06], [-0.28, -0.09, -0.20], [0.32, 0.16, -0.57], [0.32, 0.56, -0.25], [0.20, -0.11, -0.25], [0.15, -0.07, -0.28], [1.31, 0.94, 0.44], [-0.42, -1.01, -1.08], [-0.48, 0.16, 0.89], [0.10, 0.31, 0.61], [-0.36, 0.08, 0.11], [-0.06, -0.39, -0.08], [-0.33, 0.01, -0.03], [-1.12, 1.04, 0.15], [0.68, 0.02, -0.27], [0.45, 0.10, 0.42], [-0.29, 0.27, 0.51], [-0.12, -0.15, -0.06], [0.22, -0.48, -0.13], [0.39, -0.19, -0.08]]
}

Entry 2:
{
  "formula": "CH4NO2",
  "method": "ωB97M-V/def2-TZVPD",
  "lumo_energy_ev": 4.7,
  "homo_ha": -0.021,
  "gap_ev": 5.31,
  "total_charge": -1,
  "multiplicity": 1,
  "species": ["O", "H", "C", "N", "O", "H", "H", "H"],
  "positions_angstrom": [[2.023, -0.176, 0.297], [1.909, -0.154, 1.261], [-0.815, 0.328, -0.314], [-1.321, -1.089, -0.390], [-0.229, 1.297, 0.199], [0.997, 0.071, 0.021], [-2.333, -1.314, -0.623], [-0.795, -1.913, -0.016]],
  "forces_ev_per_a": [[-3.06, 0.19, -0.45], [0.16, 0.03, -0.30], [-5.38, 3.44, -4.53], [1.67, -0.14, 1.95], [0.43, -4.40, 1.61], [4.26, -0.35, 0.93], [2.13, 1.40, 0.25], [-0.20, -0.17, 0.54]]
}